No. 1
Computed, not measured: a structure of composition C21H22N6Pd, with wB97M-V/def2-TZVPD.

Its energy above the lowest of the compared OMol25 structures with the same formula, charge and spin is 62.3 kJ/mol. The calculation puts the lowest unoccupied orbital energy at 0.02675 hartree. Its orbital gap is 0.21517 hartree. Its charge is 0. Its multiplicity is 1. The total energy comes out at -1269.81158 hartree.

Each line ends with the natural charge from an NBO analysis.
CARTESIAN COORDINATES (ANGSTROEM)
N -0.990 0.138 -2.557  -0.439
C -0.963 0.652 3.838  0.052
C 4.210 0.701 -1.016  -0.077
H -1.198 -2.818 1.209  0.165
H 5.690 -1.678 0.428  0.418
C -0.596 -1.888 1.210  -0.234
C -0.832 -1.447 4.943  -0.168
C -0.578 3.104 0.021  0.064
H -2.700 -0.567 0.884  0.204
N -0.851 -1.081 0.043  -0.428
C -3.016 1.981 0.214  -0.267
H -0.994 0.445 5.973  0.218
H -2.640 -0.501 -0.865  0.221
N -0.882 0.089 2.634  -0.426
C -0.933 -0.064 5.021  -0.271
C -2.060 -0.297 0.038  -0.257
H 3.260 -1.473 1.125  0.207
C -2.930 3.357 0.238  -0.165
H 0.421 3.509 -0.057  0.213
Pd 1.282 0.847 -0.087  -0.158
C -0.344 0.211 -4.861  -0.272
H 0.461 -2.746 -3.447  0.211
H 0.452 -2.206 1.156  0.215
N 3.214 0.168 -0.227  -0.450
C 0.152 -1.083 -4.770  -0.166
H 6.340 0.103 -1.276  0.220
C -0.768 -1.229 2.560  0.224
C 3.757 -0.840 0.412  0.176
H -1.188 -2.712 -1.274  0.168
H 0.482 -2.225 -1.002  0.218
C -1.674 3.937 0.136  -0.286
H -0.683 -3.114 3.596  0.212
H -0.817 -2.052 5.840  0.214
N 5.061 -0.983 0.070  -0.519
C -0.756 -2.038 3.697  -0.257
H -1.315 1.773 -3.752  0.191
N -0.655 1.763 0.002  -0.438
C 0.074 -1.741 -3.560  -0.253
C -0.909 0.767 -3.729  0.053
H -1.537 5.009 0.147  0.217
H -3.820 3.966 0.332  0.212
C 5.361 -0.003 -0.845  -0.115
H 0.599 -1.566 -5.630  0.213
C -0.493 -1.086 -2.465  0.241
H -0.295 0.773 -5.784  0.216
C -1.863 1.209 0.093  0.291
C -0.528 -1.830 -1.147  -0.238
H -3.976 1.484 0.288  0.211
H -1.053 1.733 3.847  0.195
H 4.021 1.550 -1.647  0.227

***

No. 2
Computed, not measured: the molecule C21H22O6 in a non-equilibrium geometry, with wB97M-V/def2-TZVPD.

Its energy above the lowest of the compared OMol25 structures with the same formula, charge and spin is 47.1 kJ/mol. The calculation puts the lowest unoccupied orbital energy at 0.02829 hartree. Its orbital gap is 0.33626 hartree. Its charge is 0. Its multiplicity is 1. The total energy comes out at -1264.84293 hartree. As for the SMILES: COc1ccc(C2([C@H](OC)c3ccccc3)C(=O)OC(C)(C)OC2=O)cc1.

Each line ends with the natural charge from an NBO analysis.
CARTESIAN COORDINATES (ANGSTROEM)
C 1.738 2.876 0.072  0.538
C 1.735 0.497 -0.157  0.846
O -1.477 1.839 0.932  -0.574
H 1.140 -0.618 -2.742  0.244
C -2.110 -4.353 3.891  -0.256
H 2.100 -1.688 1.024  0.240
H 2.146 4.906 0.662  0.227
H -0.397 -3.631 -0.832  0.200
H -1.416 0.252 2.582  0.231
H -1.747 -2.674 -0.136  0.175
C -0.538 -0.339 -0.587  0.104
H 2.896 3.666 1.713  0.234
C -1.555 1.387 -2.117  -0.218
C -0.554 0.431 -1.909  -0.095
C -0.982 -2.709 -0.938  -0.243
C 1.415 3.159 -1.384  -0.669
C -0.280 1.709 0.731  0.847
C -0.761 -0.621 2.529  -0.133
H 1.545 -3.731 2.254  0.229
O -0.041 -1.637 -0.834  -0.549
H 0.918 0.436 -4.971  0.217
H -2.032 -1.795 3.806  0.223
C 1.208 -1.708 1.653  -0.158
C 0.354 0.114 -2.931  -0.151
O 0.531 2.797 0.860  -0.519
C 0.333 0.358 0.422  -0.355
C -0.777 1.679 -4.391  -0.215
C 0.901 -2.856 2.351  -0.271
O 2.432 1.613 0.228  -0.538
C 0.232 0.734 -4.177  -0.233
H -2.220 -5.433 3.996  0.204
C -0.345 -2.951 3.024  0.329
H 3.562 3.988 0.085  0.228
H -1.559 -0.361 -0.147  0.219
H 0.815 4.074 -1.455  0.233
H -1.460 -2.698 -1.932  0.177
C -1.111 -1.778 3.219  -0.342
H 2.352 3.288 -1.944  0.231
O -0.806 -4.204 3.285  -0.496
H -2.478 2.719 -3.533  0.218
H -2.142 -3.868 4.876  0.182
C -1.670 2.002 -3.365  -0.216
O 2.281 -0.349 -0.835  -0.539
H -2.228 1.617 -1.287  0.237
C 0.344 -0.603 1.672  -0.050
H -0.876 2.150 -5.372  0.216
H 0.844 2.328 -1.823  0.239
C 2.647 3.934 0.682  -0.629
H -2.910 -3.953 3.251  0.183

***

No. 3
Computed, not measured: a structure of composition C21H23BN4O15S in a non-equilibrium geometry, with wB97M-V/def2-TZVPD.

The calculation puts the lowest unoccupied orbital energy at -0.02672 hartree. Its orbital gap is 0.30029 hartree. Its charge is 0. Its multiplicity is 1. The total energy comes out at -2584.65983 hartree.

Each line ends with the natural charge from an NBO analysis.
CARTESIAN COORDINATES (ANGSTROEM)
C 0.187 2.304 1.218  -0.258
O -6.255 6.019 -3.357  -0.572
O -1.088 -6.117 -0.204  -0.494
O -5.533 4.122 -2.375  -0.490
O 0.773 -5.241 0.714  -0.594
H -0.829 -3.483 0.828  0.392
O 4.356 -7.646 -1.278  -0.483
C 1.897 1.194 -0.002  0.063
H -3.771 8.518 1.241  0.210
N 1.860 -1.040 -0.436  -0.647
C 3.993 -8.938 -1.102  0.971
C 4.474 3.317 1.687  -0.251
H 0.231 -8.370 -2.078  0.218
H 4.578 -6.778 0.576  0.194
C 5.739 -8.600 0.282  -0.100
H 5.917 -8.638 1.353  0.204
C -0.503 1.055 1.340  0.322
H -4.338 5.266 -0.101  0.182
C -2.732 8.316 1.492  -0.101
C -4.326 3.776 -1.685  -0.106
C 3.424 3.506 1.139  0.014
O -4.447 6.041 -2.010  -0.496
C 1.362 2.386 0.578  0.052
H -0.224 -8.780 -0.414  0.187
H -2.128 9.741 -0.041  0.192
O -0.607 8.539 0.656  -0.482
O -1.692 1.119 2.046  -0.412
C 2.146 3.670 0.450  -0.501
O -2.029 -1.556 1.687  -0.901
O -0.295 6.364 0.154  -0.587
H -1.369 -6.565 -2.197  0.188
O 3.169 -9.502 -1.745  -0.583
O -2.292 7.097 0.886  -0.496
N -2.588 2.105 1.450  0.414
H -2.821 5.197 -1.015  0.215
C -1.774 9.330 0.905  -0.101
C -0.089 -7.962 -1.123  -0.101
H 6.655 -8.882 -0.242  0.184
O 0.893 -7.062 -0.606  -0.482
N -0.330 -2.712 0.406  -1.069
C -0.059 -0.119 0.849  -0.429
H -1.547 10.146 1.586  0.207
H -2.637 8.225 2.575  0.188
H -2.242 -7.621 -1.070  0.204
H 0.666 -2.862 0.485  0.419
C 1.190 -0.051 0.138  0.208
H -2.668 -1.947 1.078  0.486
C -0.994 7.250 0.528  0.973
H 2.333 3.898 -0.597  0.255
H -4.513 3.016 -0.936  0.213
H 1.616 4.509 0.897  0.256
H 5.248 2.873 2.260  0.234
H 5.967 -6.579 -0.511  0.203
C -5.488 5.449 -2.652  0.966
C -1.313 -7.083 -1.238  -0.100
O 4.697 -9.505 -0.091  -0.488
H -3.603 3.395 -2.409  0.185
B -0.807 -1.506 0.990  1.009
S 3.195 -0.444 -1.093  0.936
N 3.021 1.113 -0.686  -0.593
H -0.230 3.204 1.647  0.231
C -3.901 5.093 -1.086  -0.102
C 5.192 -7.267 -0.183  -0.102
C 0.247 -6.063 0.033  0.976
O -2.964 1.765 0.408  -0.229

***

No. 4
Computed, not measured: the molecule C21H23ClN2O2 in a non-equilibrium geometry, with wB97M-V/def2-TZVPD.

Its energy above the lowest of the compared OMol25 structures with the same formula, charge and spin is 415.1 kJ/mol. The calculation puts the lowest unoccupied orbital energy at 0.02270 hartree. Its orbital gap is 0.31022 hartree. Its charge is 0. Its multiplicity is 1. The total energy comes out at -1534.11641 hartree. As for the SMILES: CN1C[C@H](COC2=CC(=O)CC2)C[C@H]2c3cccc4[nH]c(Cl)c(c34)C[C@H]21.

Each line ends with the natural charge from an NBO analysis.
CARTESIAN COORDINATES (ANGSTROEM)
C -1.493 0.219 -3.292  -0.105
H 3.661 0.674 2.239  0.226
C -4.057 0.159 1.085  -0.397
H -4.795 0.468 0.364  0.201
C 1.694 2.074 -3.853  -0.243
C 1.978 -0.554 2.788  0.415
C -0.354 -0.334 2.434  -0.067
H -2.109 -2.329 0.125  0.178
C -0.319 1.005 -2.900  -0.116
H 3.323 0.781 4.054  0.237
N -0.372 1.067 -5.094  -0.551
C -1.471 0.331 -4.683  0.160
C 3.342 0.122 3.139  -0.454
H -2.711 1.351 -0.747  0.201
C -2.411 -0.266 -2.124  -0.433
C -2.180 0.437 -0.744  0.003
C 2.063 2.491 -2.557  -0.214
Cl -2.751 -0.039 -5.861  -0.004
H 4.787 -1.036 4.362  0.242
C -0.664 0.754 -0.417  -0.274
H -0.574 -0.942 3.327  0.171
C 1.941 -1.927 3.103  -0.431
H -3.446 -0.269 -2.390  0.227
H 1.513 2.540 -0.429  0.212
H -2.169 -1.306 -2.003  0.215
C -0.002 -0.537 -0.067  -0.405
H -1.063 0.416 2.453  0.195
O 3.659 -3.350 3.962  -0.570
C -0.580 -1.223 1.178  -0.256
C 3.343 -2.298 3.394  0.534
H 2.238 2.496 -4.739  0.217
C 0.465 1.359 -4.008  0.138
H -3.678 1.017 1.680  0.177
H -0.125 -2.236 1.285  0.220
H -4.414 -0.497 1.885  0.213
C 1.241 2.124 -1.440  -0.263
C 0.072 1.328 -1.572  0.106
C 4.233 -1.088 3.483  -0.495
C -2.079 -1.471 0.895  -0.192
O 0.873 0.246 2.664  -0.486
H -0.134 -1.184 -0.947  0.210
H 1.092 -2.596 3.252  0.245
H -2.663 -1.895 1.784  0.205
N -2.813 -0.299 0.383  -0.502
H 4.924 -1.274 2.605  0.229
H 1.007 -0.470 0.111  0.219
H -0.125 1.185 -6.083  0.421
H 2.785 3.291 -2.514  0.219
H -0.681 1.484 0.430  0.219

***

- Look up the lowest unoccupied orbital energy of the first one.
  0.02675 hartree

***

Please write out number 4 again, unchanged.
Computed, not measured: the molecule C21H23ClN2O2 in a non-equilibrium geometry, with wB97M-V/def2-TZVPD.

Its energy above the lowest of the compared OMol25 structures with the same formula, charge and spin is 415.1 kJ/mol. The calculation puts the lowest unoccupied orbital energy at 0.02270 hartree. Its orbital gap is 0.31022 hartree. Its charge is 0. Its multiplicity is 1. The total energy comes out at -1534.11641 hartree. As for the SMILES: CN1C[C@H](COC2=CC(=O)CC2)C[C@H]2c3cccc4[nH]c(Cl)c(c34)C[C@H]21.

Each line ends with the natural charge from an NBO analysis.
CARTESIAN COORDINATES (ANGSTROEM)
C -1.493 0.219 -3.292  -0.105
H 3.661 0.674 2.239  0.226
C -4.057 0.159 1.085  -0.397
H -4.795 0.468 0.364  0.201
C 1.694 2.074 -3.853  -0.243
C 1.978 -0.554 2.788  0.415
C -0.354 -0.334 2.434  -0.067
H -2.109 -2.329 0.125  0.178
C -0.319 1.005 -2.900  -0.116
H 3.323 0.781 4.054  0.237
N -0.372 1.067 -5.094  -0.551
C -1.471 0.331 -4.683  0.160
C 3.342 0.122 3.139  -0.454
H -2.711 1.351 -0.747  0.201
C -2.411 -0.266 -2.124  -0.433
C -2.180 0.437 -0.744  0.003
C 2.063 2.491 -2.557  -0.214
Cl -2.751 -0.039 -5.861  -0.004
H 4.787 -1.036 4.362  0.242
C -0.664 0.754 -0.417  -0.274
H -0.574 -0.942 3.327  0.171
C 1.941 -1.927 3.103  -0.431
H -3.446 -0.269 -2.390  0.227
H 1.513 2.540 -0.429  0.212
H -2.169 -1.306 -2.003  0.215
C -0.002 -0.537 -0.067  -0.405
H -1.063 0.416 2.453  0.195
O 3.659 -3.350 3.962  -0.570
C -0.580 -1.223 1.178  -0.256
C 3.343 -2.298 3.394  0.534
H 2.238 2.496 -4.739  0.217
C 0.465 1.359 -4.008  0.138
H -3.678 1.017 1.680  0.177
H -0.125 -2.236 1.285  0.220
H -4.414 -0.497 1.885  0.213
C 1.241 2.124 -1.440  -0.263
C 0.072 1.328 -1.572  0.106
C 4.233 -1.088 3.483  -0.495
C -2.079 -1.471 0.895  -0.192
O 0.873 0.246 2.664  -0.486
H -0.134 -1.184 -0.947  0.210
H 1.092 -2.596 3.252  0.245
H -2.663 -1.895 1.784  0.205
N -2.813 -0.299 0.383  -0.502
H 4.924 -1.274 2.605  0.229
H 1.007 -0.470 0.111  0.219
H -0.125 1.185 -6.083  0.421
H 2.785 3.291 -2.514  0.219
H -0.681 1.484 0.430  0.219

***

- Number 3 is which compound?
  C21H23BN4O15S